# 1
# C18H26BIrNO7S

A molecular structure, C18H26BIrNO7S (wB97M-V/def2-TZVPD, the OMol25 dataset).

## Properties
2S+1 = 1
E = -1810.530490 hartree
Net charge = -1
Gap between HOMO and LUMO = 0.2438 Eh
Energy relative to the best compared isomer or geometry (same formula, charge and spin) = 15.91 kcal per mole

Element x y z (Å)
Ir  -0.337  0.035  0.417
O  -0.460  2.728  -1.339
C  -1.681  2.321  -1.923
C  -1.607  0.872  -2.377
N  -1.616  -0.120  -1.289
C  -2.932  -0.192  -0.628
C  -3.025  0.906  0.443
O  -4.067  1.516  0.618
O  -1.923  1.095  1.100
C  -1.051  -1.437  -1.657
C  -0.482  -1.894  -0.305
O  -0.837  -2.929  0.246
O  1.026  -1.466  -0.352
H  -0.617  3.029  -0.440
H  -1.873  2.932  -2.812
H  -2.527  2.462  -1.248
H  -0.704  0.730  -2.969
H  -2.477  0.678  -3.021
H  -2.999  -1.156  -0.121
H  -3.756  -0.091  -1.341
H  -0.256  -1.283  -2.383
H  -1.793  -2.138  -2.053
C  5.211  -2.597  1.438
C  3.831  -3.137  1.104
C  3.957  -4.489  0.410
O  3.218  -2.243  0.159
B  1.897  -2.086  0.530
O  1.598  -2.678  1.722
C  2.819  -3.149  2.312
C  3.187  -2.180  3.427
C  2.544  -4.525  2.897
H  5.816  -2.583  0.530
H  5.710  -3.230  2.175
H  5.152  -1.582  1.826
H  4.590  -4.373  -0.471
H  2.981  -4.846  0.081
H  4.404  -5.239  1.064
H  3.300  -1.168  3.038
H  4.109  -2.482  3.928
H  2.379  -2.159  4.159
H  2.137  -5.202  2.149
H  1.808  -4.422  3.694
H  3.453  -4.959  3.320
S  1.238  0.562  2.023
C  0.762  0.110  3.654
C  -0.281  -0.784  3.906
C  -0.580  -1.168  5.205
C  0.150  -0.675  6.280
C  1.187  0.217  6.037
C  1.489  0.606  4.741
H  -0.833  -1.185  3.066
H  -1.391  -1.866  5.376
H  -0.088  -0.979  7.292
H  1.767  0.614  6.863
H  2.304  1.296  4.556

***

# 2
# C21H24N3O2ReS2

A molecular structure, C21H24N3O2ReS2 (wB97M-V/def2-TZVPD, the OMol25 dataset).

## Properties
2S+1 = 2
E = -2003.023237 hartree
Net charge = +3
Gap between HOMO and LUMO (alpha / beta) = 0.2062 / 0.2058 Eh
Energy relative to the best compared isomer or geometry (same formula, charge and spin) = 0.00 kcal per mole
⟨S²⟩ = 0.76

Element x y z (Å)
Re  2.435  -2.394  0.564
N  4.367  -2.812  -0.332
C  5.202  -3.741  0.514
C  5.648  -3.191  1.874
C  4.742  -3.233  3.038
O  4.481  -3.376  4.111
O  2.939  -2.627  2.157
H  4.260  -3.295  -1.229
H  4.926  -1.986  -0.553
H  6.111  -3.969  -0.042
H  4.651  -4.674  0.633
H  5.994  -2.151  1.831
H  6.497  -3.788  2.233
S  0.153  -2.565  0.255
C  -0.396  -0.947  -0.114
N  -1.622  -0.696  -0.420
C  -2.046  0.684  -0.736
C  -1.252  1.671  0.069
N  0.195  1.389  -0.057
C  1.075  2.597  -0.102
C  0.765  3.397  -1.338
C  0.191  4.658  -1.225
C  -0.089  5.393  -2.370
C  0.194  4.863  -3.620
C  0.767  3.601  -3.735
C  1.056  2.869  -2.595
C  0.604  0.172  -0.126
S  2.303  -0.243  -0.264
C  -2.712  -1.719  -0.491
C  -3.729  -1.449  0.584
C  -3.394  -1.654  1.922
C  -4.328  -1.404  2.913
C  -5.599  -0.954  2.570
C  -5.937  -0.758  1.238
C  -5.001  -1.001  0.242
H  -3.100  0.761  -0.472
H  -1.938  0.827  -1.815
H  -1.503  1.640  1.132
H  -1.418  2.678  -0.308
H  2.108  2.262  -0.068
H  0.852  3.157  0.808
H  -0.018  5.081  -0.249
H  -0.519  6.381  -2.283
H  -0.023  5.438  -4.510
H  1.003  3.201  -4.712
H  1.531  1.897  -2.688
H  -2.259  -2.703  -0.405
H  -3.142  -1.615  -1.488
H  -2.414  -2.036  2.192
H  -4.077  -1.576  3.951
H  -6.331  -0.769  3.344
H  -6.931  -0.427  0.973
H  -5.274  -0.867  -0.799

***

# 3
# C6H18BrO4V

A molecular structure, C6H18BrO4V in a non-equilibrium geometry (wB97M-V/def2-TZVPD, the OMol25 dataset).

## Properties
2S+1 = 2
E = -4057.500601 hartree
Net charge = +1
Gap between HOMO and LUMO (alpha / beta) = 0.2306 / 0.2246 Eh
⟨S²⟩ = 0.80

Element x y z (Å)
O  20.857  8.503  18.356
V  22.162  9.422  18.326
Br  22.437  8.970  16.290
C  24.484  12.516  14.439
C  23.585  11.975  15.492
O  23.772  10.585  15.463
H  24.592  13.583  14.243
H  24.258  12.063  13.474
H  25.459  12.077  14.646
H  22.548  12.255  15.306
H  23.847  12.293  16.501
H  23.095  10.143  15.981
C  20.983  12.150  14.688
C  20.098  11.187  15.460
O  21.042  10.525  16.302
H  21.517  12.734  15.437
H  20.366  12.839  14.110
H  21.785  11.686  14.115
H  19.491  10.501  14.870
H  19.396  11.735  16.088
H  21.575  9.857  15.864
C  22.454  6.286  13.542
C  23.168  6.346  14.898
O  23.885  7.534  15.088
H  22.187  7.304  13.259
H  21.559  5.665  13.586
H  23.108  5.830  12.799
H  23.880  5.528  15.003
H  22.461  6.120  15.697
H  23.290  8.176  15.480

***

# 4
# C6H7NS

A single C6H7NS molecule in a non-equilibrium geometry (wB97M-V/def2-TZVPD, the OMol25 dataset).

## Properties
2S+1 = 1
E = -685.574985 hartree
Net charge = 0
Gap between HOMO and LUMO (alpha / beta) = 0.2794 / 0.3435 Eh
Energy relative to the best compared isomer or geometry (same formula, charge and spin) = 122.30 kcal per mole

Element x y z (Å)
C  -3.560  0.162  -0.400
C  -1.738  1.333  0.063
C  -1.228  0.094  0.435
C  0.780  1.263  0.769
C  0.244  -0.124  0.594
C  0.756  -0.881  -0.622
N  -3.027  1.324  -0.294
S  -2.617  -1.133  0.158
H  -4.662  -0.014  -0.501
H  1.303  1.842  0.009
H  0.726  1.799  1.669
H  0.352  -0.629  1.485
H  1.224  -0.240  -1.299
H  -0.165  -1.080  -1.112
H  1.433  -1.708  -0.475

***

# 5
# C2H8N2O

2 unconnected molecules or ions with the total composition C2H8N2O in a non-equilibrium geometry (wB97M-V/def2-TZVPD, the OMol25 dataset).

## Properties
2S+1 = 1
SMILES string = C/N=C\N.O
E = -265.726886 hartree
Net charge = 0
Gap between HOMO and LUMO = 0.3688 Eh
Energy relative to the best compared isomer or geometry (same formula, charge and spin) = 35.30 kcal per mole

Element x y z (Å)
C  1.037  -0.658  -0.005
N  -0.065  1.261  1.951
C  -0.574  0.955  0.722
N  -0.164  0.097  -0.108
H  1.331  -1.047  -0.976
H  1.020  -1.397  0.803
H  1.934  -0.042  0.229
H  0.703  0.816  2.427
H  -0.324  2.130  2.396
H  -1.267  1.716  0.367
H  -0.932  -0.600  -2.448
H  -1.409  -1.949  -2.329
O  -1.291  -1.282  -3.031

***

# 6
# C6H11BNO2S

2 unconnected molecules or ions with the total composition C6H11BNO2S in a non-equilibrium geometry (wB97M-V/def2-TZVPD, the OMol25 dataset).

## Properties
2S+1 = 1
E = -863.229865 hartree
Net charge = +1
Gap between HOMO and LUMO (alpha / beta) = 0.2143 / 0.3115 Eh
Energy relative to the best compared isomer or geometry (same formula, charge and spin) = 77.26 kcal per mole

Element x y z (Å)
B  0.304  0.416  -2.460
C  -0.863  -1.297  2.999
C  -1.529  -0.843  1.871
C  0.288  -0.565  3.212
C  -0.976  0.245  1.254
C  -1.254  0.943  0.087
C  0.632  -0.701  -1.471
N  1.697  -0.229  -0.689
O  -0.642  0.228  -3.383
O  0.964  1.603  -2.164
S  0.544  0.606  2.090
H  -1.256  -2.182  3.496
H  -2.480  -1.163  1.518
H  0.816  -0.660  4.081
H  -0.571  1.716  -0.228
H  -2.151  0.769  -0.599
H  0.538  -1.799  -1.412
H  1.484  -0.207  0.281
H  2.469  -0.798  -0.650
H  1.982  0.684  -1.083
H  -0.627  0.837  -4.234
H  0.631  2.397  -2.516